(1)
Here is a structure of composition C26H22N5O7Pb from the OMol25 dataset. Energies are from ωB97M-V/def2-TZVPD.

XYZ file:
```
61
Properties=species:S:1:pos:R:3:forces:R:3:mulliken_charge:R:1
Pb 0.2477 0.9509 0.4097 -0.2 0.2 0.5 1.55
C -1.8550 0.2408 5.1749 0.0 0.0 0.0 -1.48
C -1.6778 0.4274 3.6919 -0.2 0.1 0.0 0.64
O -0.6816 0.0422 3.1189 0.0 0.0 -0.1 -0.47
C -2.7733 1.1753 2.9828 0.3 0.0 0.4 -0.35
C -3.2197 0.9539 1.7508 0.0 0.1 -0.4 0.41
C -4.1827 1.8441 1.0196 0.0 -0.1 0.0 -1.34
N -2.6254 -0.0609 0.9415 0.0 0.0 0.0 0.16
N -2.6411 -1.1906 1.4306 -0.2 0.2 0.1 -0.20
C -1.7612 -2.1226 0.7411 -0.1 -0.4 0.1 0.33
O -0.7177 -1.7242 0.2914 0.3 0.0 -0.3 -0.43
C -2.1676 -3.5381 0.8095 -0.1 0.2 0.0 0.34
C -3.4729 -3.8921 1.1460 0.0 0.0 0.0 -0.26
C -3.8347 -5.2283 1.1825 0.0 0.0 0.0 -0.68
C -2.8887 -6.2076 0.9116 0.0 0.0 0.0 -0.38
C -1.5844 -5.8567 0.5807 0.0 0.0 0.0 -0.61
C -1.2245 -4.5225 0.5202 0.0 0.0 0.0 -0.38
H -1.3549 1.0677 5.6878 0.0 0.0 0.0 0.33
H -1.3778 -0.6859 5.4853 0.0 0.0 0.0 0.39
H -2.9050 0.2436 5.4638 0.0 0.0 0.0 0.41
H -3.1949 2.0159 3.5248 0.0 -0.1 0.1 0.45
H -4.8244 2.3640 1.7271 0.0 0.0 0.0 0.43
H -4.8059 1.2742 0.3299 0.0 0.0 0.0 0.37
H -3.6319 2.5876 0.4383 0.0 0.0 0.0 0.28
H -4.1989 -3.1243 1.3817 0.0 0.0 0.0 0.43
H -4.8511 -5.5080 1.4247 0.0 0.0 0.0 0.41
H -3.1676 -7.2522 0.9670 0.0 0.0 0.0 0.40
H -0.8537 -6.6245 0.3643 0.0 0.0 0.0 0.40
H -0.2164 -4.2243 0.2638 0.0 0.0 0.0 0.41
O 2.9232 1.3323 -6.5965 0.0 0.0 0.0 -0.58
N 3.7175 0.7662 -5.8745 -0.1 0.0 0.1 0.97
O 4.7961 0.3458 -6.2215 0.0 -0.1 0.0 -0.57
C 3.3539 0.6080 -4.4409 -0.2 0.0 -0.2 0.10
C 4.3797 0.4803 -3.5886 0.2 -0.1 0.2 -0.85
C 4.1439 0.3738 -2.1811 0.2 0.0 -0.1 0.92
C 5.1970 0.2018 -1.2642 0.0 0.0 -0.1 -0.45
C 4.9209 0.1151 0.0720 0.0 0.0 0.1 -1.03
C 3.5892 0.2301 0.4808 -0.1 0.0 0.0 -0.09
N 2.5879 0.3962 -0.3624 0.1 0.0 -0.1 -0.08
C 2.8420 0.4523 -1.6907 -0.1 0.0 0.1 -0.45
C 1.7352 0.5741 -2.6223 -0.2 0.0 0.1 0.13
N 0.4809 0.6055 -2.1117 0.3 0.0 -0.1 0.07
C -0.5488 0.6690 -2.9272 0.0 0.0 0.1 -0.17
C -0.4074 0.6854 -4.3151 -0.1 0.0 0.0 -0.98
C 0.8490 0.6617 -4.8533 0.1 0.0 0.0 -0.53
C 1.9761 0.6281 -4.0025 0.0 0.0 -0.2 0.44
H 5.3916 0.4662 -3.9694 0.0 0.0 0.0 0.54
H 6.2135 0.1328 -1.6329 0.0 0.0 0.0 0.46
H 5.7014 -0.0274 0.8059 0.0 0.0 0.0 0.43
H 3.3302 0.1835 1.5340 0.0 0.0 0.0 0.51
H -1.5323 0.6961 -2.4678 0.0 0.0 0.0 0.47
H -1.2824 0.7194 -4.9486 0.0 0.0 0.0 0.43
H 0.9802 0.6736 -5.9224 0.0 0.0 0.0 0.54
C 1.0585 5.0158 2.6400 0.0 0.1 0.0 -1.06
C 0.7936 3.8241 1.7752 0.0 0.0 -0.1 0.77
O 0.6920 2.6813 2.2084 0.1 -0.1 -0.1 -0.71
H 2.0606 4.9230 3.0575 0.0 0.0 0.0 0.29
H 0.3497 5.0203 3.4657 0.0 0.0 0.0 0.30
H 0.9858 5.9395 2.0731 0.0 0.0 0.0 0.35
O 0.6864 4.1471 0.5069 0.0 -0.2 -0.1 -0.25
O 0.4780 3.0543 -0.3879 0.0 0.0 0.1 -0.53
```
Positions in Å, forces in eV/Å.

Computed properties:
Charge: +1
Orbital gap, eV: 7.946
Molecular weight, g/mol: 723.7
Energy above the lowest of the compared OMol25 structures with the same formula, charge and spin, eV: 0.000
HOMO, eV: -11.51
Calculated total energy, a.u.: -1996.93579

---

(2)
Here is a structure of composition C26H22N8O5RuS2 from the OMol25 dataset. Energies are from ωB97M-V/def2-TZVPD.

XYZ file:
```
64
Properties=species:S:1:pos:R:3:forces:R:3:mulliken_charge:R:1
Ru 0.2557 0.2287 -0.6071 0.4 -0.1 0.6 0.26
C 0.8966 0.0973 3.1414 0.0 0.0 0.0 -1.08
C 0.6828 1.4011 2.4708 0.1 0.0 0.1 0.66
C 0.4130 2.6448 3.2393 0.0 0.0 0.0 -1.48
O -0.0139 1.3067 1.2727 0.1 0.2 -0.2 0.02
C 2.4459 2.9466 -0.0688 -0.1 0.1 -0.2 0.90
O 2.5658 4.0581 0.1925 0.1 0.0 0.1 -0.37
O 2.3359 1.8148 -0.3421 -0.1 -0.1 -0.2 -0.45
H -0.0537 -0.3398 3.4850 0.0 0.0 0.0 0.25
H 1.5303 0.2317 4.0167 0.0 0.0 0.0 0.48
H 1.3778 -0.6312 2.4853 0.0 0.1 0.0 0.14
H -0.5959 2.6334 3.6770 0.0 0.0 0.0 0.30
H 0.4834 3.5338 2.6085 0.0 0.0 0.0 0.34
H 1.1254 2.7499 4.0562 0.0 0.0 0.0 0.42
H -0.2008 2.2088 0.9026 -0.1 -0.1 0.1 0.31
N -5.8356 5.4256 -3.4039 0.0 0.0 0.0 -0.50
C -4.6340 4.9072 -3.0047 0.0 0.0 0.0 1.13
C -4.5351 4.1847 -1.8043 0.0 0.0 0.0 -0.95
C -3.3165 3.7057 -1.3795 0.0 0.0 0.0 -0.31
C -2.1767 3.9329 -2.1454 0.0 0.0 0.0 -0.60
C -2.2570 4.6422 -3.3365 0.0 0.0 0.0 -0.29
C -3.4759 5.1263 -3.7617 0.0 0.0 0.0 -0.81
S -0.6401 3.3224 -1.6078 0.0 0.0 -0.2 1.31
O 0.4047 3.8667 -2.4259 0.0 0.0 0.0 -0.75
O -0.5433 3.5225 -0.1685 0.0 -0.1 0.2 -0.95
N -0.6805 1.7041 -1.7392 -0.4 0.1 0.2 0.27
C -0.6322 1.0029 -2.8994 0.0 0.0 -0.1 0.35
N -1.0132 1.4044 -4.0993 0.0 0.0 0.0 -0.50
C -0.9326 0.4875 -5.0610 0.0 0.0 0.0 -0.32
C -0.4872 -0.8104 -4.8490 0.0 0.0 0.0 -0.85
C -0.0723 -1.1316 -3.5695 0.1 0.0 0.0 0.03
N -0.1326 -0.2296 -2.5985 0.3 0.0 -0.1 -0.09
H -6.6792 5.1016 -2.9669 0.0 0.0 0.0 0.21
H -5.9301 5.7733 -4.3410 0.0 0.0 0.0 0.21
H -5.4215 4.0253 -1.2030 0.0 0.0 0.0 0.31
H -3.2396 3.1752 -0.4385 0.0 0.0 0.0 0.46
H -1.3616 4.8083 -3.9191 0.0 0.0 0.0 0.50
H -3.5404 5.6890 -4.6845 0.0 0.0 0.0 0.30
H -1.2438 0.8086 -6.0484 0.0 0.0 0.0 0.45
H -0.4461 -1.5324 -5.6494 0.0 0.0 0.0 0.40
H 0.3255 -2.1068 -3.3164 0.0 0.0 0.0 0.51
S -0.7931 -6.4766 2.5001 0.0 0.0 0.0 0.19
N -1.8518 -5.3377 2.0796 0.0 0.0 0.0 -0.66
C -1.1544 -4.3355 1.5714 0.0 0.0 0.0 0.78
C -1.7112 -3.0956 1.0612 0.0 0.0 0.0 -0.06
C -3.0677 -2.7691 1.0591 0.0 0.0 0.0 -0.69
C -3.4513 -1.5474 0.5514 0.0 0.0 0.0 -0.99
C -2.4903 -0.6772 0.0440 0.0 0.0 0.0 -0.33
N -1.1955 -0.9843 0.0363 -0.3 0.1 -0.2 0.38
C -0.8046 -2.1718 0.5490 -0.1 0.0 0.0 -0.07
C 0.6232 -2.4054 0.5579 0.1 -0.1 0.0 0.20
N 1.3699 -1.3894 0.0803 0.0 0.0 -0.1 0.54
C 2.6909 -1.5331 0.0592 0.0 0.0 0.1 -0.52
C 3.3209 -2.6849 0.5258 0.0 0.0 0.0 -0.86
C 2.5643 -3.7209 1.0298 0.0 0.0 0.0 -0.56
C 1.1757 -3.5851 1.0491 0.0 0.0 0.0 0.06
C 0.2466 -4.5757 1.5607 0.0 0.0 0.0 0.94
N 0.5779 -5.7544 2.0609 0.0 0.0 0.0 -0.67
H -3.7886 -3.4721 1.4542 0.0 0.0 0.0 0.56
H -4.4901 -1.2508 0.5354 0.0 0.0 0.0 0.47
H -2.7477 0.2868 -0.3740 0.0 0.0 0.0 0.50
H 3.2559 -0.6951 -0.3271 0.0 0.0 0.0 0.55
H 4.3990 -2.7473 0.4910 0.0 0.0 0.0 0.45
H 3.0206 -4.6262 1.4071 0.0 0.0 0.0 0.57
```
Positions in Å, forces in eV/Å.

Computed properties:
<S²>: 0.753
Charge: +1
Orbital gap (spin up / spin down), eV: 6.160 / 6.751
Molecular weight, g/mol: 691.7
Spin multiplicity: 2
Energy above the lowest of the compared OMol25 structures with the same formula, charge and spin, eV: 1.315
HOMO (spin up / spin down), eV: -9.68 / -10.27
Calculated total energy, a.u.: -2709.38955